Entry 1:
# CH3NO2

2 unconnected molecules or ions with the total composition CH3NO2 in a non-equilibrium geometry (the ωB97M-V functional and the def2-TZVPD basis, OMol25).

Structure (XYZ):
```
7
CH3NO2 the ωB97M-V functional and the def2-TZVPD basis
C -1.50 0.37 -0.61
O -0.74 0.10 0.29
H -1.80 -0.41 -1.36
H -1.79 1.47 -0.85
N 2.02 -0.58 0.40
O 2.76 -0.79 1.32
H 1.05 -0.18 0.80
```

## Properties
Gap between HOMO and LUMO in eV: 9.07
Strongest force on any atom in eV/A: 2.14
E_HOMO in eV: -8.84
LUMO in eV: 0.22
E in a.u.: -244.9993

For each atom in turn, the Löwdin charge in e is:
1 C -0.11
2 O -0.06
3 H 0.09
4 H 0.11
5 N 0.00
6 O -0.09
7 H 0.06

---

Entry 2:
# CH3NO2

2 unconnected molecules or ions with the total composition CH3NO2 in a non-equilibrium geometry (the ωB97M-V functional and the def2-TZVPD basis, OMol25).

Structure (XYZ):
```
7
CH3NO2 the ωB97M-V functional and the def2-TZVPD basis
C -0.51 -0.02 -1.02
N 0.66 0.05 -1.12
O 2.25 0.98 0.07
O 1.89 0.22 -0.97
H -1.51 0.05 1.82
H -1.70 -0.64 1.56
H -1.07 -0.64 -0.35
```

## Properties
Gap between HOMO and LUMO (spin up / spin down) in eV: 7.64 / 9.56
Strongest force on any atom in eV/A: 5.10
E_HOMO (spin up / spin down) in eV: -6.96 / -11.72
⟨S²⟩: 2.01
LUMO (spin up / spin down) in eV: 0.68 / -2.16
Multiplicity: 3
E in a.u.: -244.7403

For each atom in turn, the Löwdin charge in e is:
1 C 0.05
2 N -0.07
3 O 0.06
4 O -0.08
5 H 0.04
6 H 0.02
7 H -0.03

---

Entry 3:
# CH3NO2S

2 unconnected molecules or ions with the total composition CH3NO2S in a non-equilibrium geometry (the ωB97M-V functional and the def2-TZVPD basis, OMol25).

Structure (XYZ):
```
8
CH3NO2S the ωB97M-V functional and the def2-TZVPD basis
C 1.71 0.24 -0.23
N 1.59 -0.40 0.83
O -2.99 1.11 0.34
O -1.78 -0.97 -0.03
S -2.88 -0.12 -0.40
H 2.60 0.86 -0.34
H 1.02 0.25 -1.07
H 0.74 -0.97 0.90
```

## Properties
Gap between HOMO and LUMO in eV: 8.37
Strongest force on any atom in eV/A: 1.16
E_HOMO in eV: -9.83
LUMO in eV: -1.46
E in a.u.: -643.2821

For each atom in turn, the Löwdin charge in e is:
1 C -0.16
2 N 0.02
3 O -0.43
4 O -0.45
5 S 0.88
6 H 0.05
7 H 0.06
8 H 0.02

---

Entry 4:
# CH3NO2S2

A single CH3NO2S2 molecule in a non-equilibrium geometry (the ωB97M-V functional and the def2-TZVPD basis, OMol25).

Structure (XYZ):
```
9
CH3NO2S2 the ωB97M-V functional and the def2-TZVPD basis
O -0.28 1.41 -0.06
C -0.22 0.23 0.15
N 1.01 -0.44 0.28
S 2.51 0.23 0.49
O -1.21 -0.59 0.61
S -2.67 0.06 0.29
H 0.97 -1.36 0.00
H 2.59 0.88 -0.78
H -2.71 -0.42 -0.98
```

## Properties
Gap between HOMO and LUMO in eV: 9.89
Strongest force on any atom in eV/A: 3.62
E_HOMO in eV: -9.60
LUMO in eV: 0.28
E in a.u.: -1041.4718

For each atom in turn, the Löwdin charge in e is:
1 O 0.06
2 C -0.72
3 N -0.40
4 S 0.77
5 O -0.46
6 S 0.87
7 H 0.05
8 H -0.08
9 H -0.10

---

ΔE to the lowest compared entry with this formula, charge and spin across the listed records, respectively: 4.893 6.223 0.872 0.530 eV.